1.
{"formula": "C11H17NOS", "method": "the ωB97M-V functional and the def2-TZVPD basis", "orbital_gap_ev": 8.65, "charge": 0, "e_tot_ha": -957.2841, "de_lowest_kcal_mol": 153.7, "species": ["C", "C", "C", "C", "C", "C", "C", "C", "C", "C", "C", "H", "H", "H", "H", "H", "H", "H", "H", "H", "H", "H", "H", "H", "H", "H", "H", "H", "N", "O", "S"], "xyz": [[-2.773, -2.131, 2.778], [-2.846, -1.170, 1.629], [-1.513, -1.203, 0.878], [-1.533, -0.028, -0.163], [-0.338, 0.845, -0.498], [0.133, 1.905, 0.223], [1.302, 2.584, -0.210], [1.951, 2.264, -1.322], [4.840, 1.672, -1.356], [1.489, 1.134, -2.067], [0.320, 0.542, -1.632], [-3.977, -2.591, 3.009], [-2.249, -1.391, 3.677], [-2.115, -3.062, 2.421], [-2.978, -0.216, 2.185], [-3.569, -1.339, 0.845], [-0.739, -0.912, 1.566], [-2.139, -0.377, -1.109], [-2.225, 0.669, 0.357], [-0.459, 2.258, 1.008], [1.550, 3.388, 0.529], [5.744, 2.057, -1.900], [4.536, 0.764, -1.879], [4.905, 1.419, -0.247], [2.145, 0.881, -2.838], [-0.112, -0.227, -2.258], [-1.883, -2.510, -0.677], [0.275, -3.548, -0.608], [-1.285, -2.434, 0.172], [-0.022, -2.211, -0.659], [3.563, 2.969, -1.852]]}

2.
{"formula": "C11H18", "method": "the ωB97M-V functional and the def2-TZVPD basis", "smiles": "Cc1ccccc1.CC(C)C", "orbital_gap_ev": 9.67, "charge": 0, "e_tot_ha": -429.8167, "de_lowest_kcal_mol": 77.7, "species": ["C", "C", "C", "C", "C", "C", "C", "H", "H", "H", "H", "H", "H", "H", "H", "C", "C", "C", "C", "H", "H", "H", "H", "H", "H", "H", "H", "H", "H"], "xyz": [[-2.366, 2.675, 0.683], [-0.474, 2.283, -1.013], [-0.974, 2.439, 0.364], [0.847, 1.809, -1.354], [1.590, 1.297, -0.281], [-0.046, 1.822, 1.345], [1.164, 1.352, 0.946], [-1.042, 2.492, -1.891], [1.389, 1.937, -2.321], [-2.416, 3.186, 1.646], [-2.900, 1.631, 0.951], [2.558, 0.788, -0.560], [-0.426, 1.851, 2.436], [1.875, 1.177, 1.785], [-2.879, 3.305, -0.192], [0.210, -2.525, -0.086], [-1.201, -2.664, -0.459], [0.519, -3.473, 1.111], [1.116, -2.873, -1.255], [0.747, -1.582, 0.170], [-1.913, -3.184, 0.280], [0.834, -4.452, 0.809], [1.346, -3.114, 1.575], [-0.244, -3.297, 1.939], [0.589, -3.571, -1.942], [1.221, -2.018, -1.930], [2.125, -3.299, -0.869], [-1.528, -3.103, -1.327], [-1.645, -1.605, -0.572]]}

Question: Number 2 is which compound?
Answer: C11H18